[1]
{"formula": "C21H37BN8PSn", "method": "wB97M-V/def2-TZVPD", "energy_ev": -50070.499, "charge": 3, "relative_energy_kcal_mol": 13.02, "e_homo_ev": [-16.3, -16.3], "orbital_gap_ev": [5.361, 4.411], "species": ["Sn", "C", "C", "C", "C", "C", "N", "N", "B", "N", "N", "C", "C", "C", "C", "C", "N", "N", "C", "C", "C", "C", "C", "H", "H", "H", "H", "H", "H", "H", "H", "H", "H", "H", "H", "H", "H", "H", "H", "H", "H", "H", "H", "H", "H", "C", "N", "C", "C", "N", "H", "H", "H", "H", "H", "H", "C", "P", "C", "C", "H", "H", "H", "H", "H", "H", "H", "H", "H"], "xyz": [[0.262, 0.114, -0.016], [-0.644, 3.733, -0.846], [-1.687, 2.940, -0.153], [-3.031, 3.353, 0.196], [-3.617, 2.231, 0.912], [-4.988, 2.121, 1.458], [-2.698, 1.316, 0.955], [-1.516, 1.735, 0.291], [-2.669, -0.056, 1.746], [-1.424, -0.038, 2.639], [-0.153, 0.011, 2.123], [0.708, 0.004, 3.152], [2.186, 0.036, 2.946], [-0.010, -0.052, 4.341], [-1.344, -0.080, 3.987], [-2.532, -0.149, 4.887], [-2.563, -1.191, 0.730], [-1.445, -1.327, -0.045], [-1.578, -2.468, -0.739], [-0.516, -2.969, -1.664], [-2.794, -3.059, -0.424], [-3.390, -2.234, 0.511], [-4.704, -2.410, 1.196], [-0.441, 4.645, -0.281], [0.284, 3.173, -0.936], [-0.986, 4.041, -1.836], [-3.504, 4.304, -0.008], [-5.596, 2.962, 1.132], [-5.455, 1.191, 1.136], [-4.971, 2.114, 2.550], [-3.661, -0.135, 2.396], [2.448, 0.091, 1.887], [2.622, 0.896, 3.453], [2.644, -0.861, 3.364], [0.386, -0.085, 5.342], [-2.200, -0.203, 5.920], [-3.168, 0.730, 4.779], [-3.143, -1.027, 4.677], [0.350, -2.302, -1.687], [-0.167, -3.951, -1.343], [-0.910, -3.083, -2.675], [-3.190, -3.986, -0.805], [-5.181, -3.319, 0.841], [-4.584, -2.487, 2.277], [-5.375, -1.574, 0.998], [6.637, 0.110, -1.295], [5.653, 0.098, -0.204], [6.163, 0.141, 1.172], [4.374, 0.106, -0.451], [3.226, 0.115, -0.660], [7.298, -0.750, -1.200], [7.234, 1.020, -1.246], [6.131, 0.068, -2.255], [6.874, -0.670, 1.318], [5.344, 0.026, 1.877], [6.667, 1.090, 1.356], [0.008, -0.936, -5.171], [1.131, -0.379, -3.889], [2.624, -1.365, -3.881], [1.537, 1.349, -4.152], [0.494, -0.739, -6.133], [-0.935, -0.392, -5.130], [-0.184, -2.004, -5.076], [3.215, -1.065, -4.753], [2.380, -2.425, -3.949], [3.193, -1.174, -2.970], [2.056, 1.416, -5.114], [2.193, 1.716, -3.362], [0.630, 1.951, -4.197]], "forces_ev_per_a": [[-0.5, -0.2, 0.3], [-0.1, 0.1, 0.0], [-0.1, 0.0, 0.1], [-0.2, 0.2, 0.1], [0.1, 0.3, -0.3], [-0.1, 0.0, 0.1], [0.1, -0.1, 0.1], [0.0, -0.2, -0.1], [0.2, -0.4, 0.1], [-0.1, 0.1, 0.0], [0.2, 0.1, 0.0], [0.1, 0.0, 0.0], [-0.1, 0.0, 0.0], [0.1, 0.0, 0.0], [-0.1, 0.0, 0.1], [0.0, 0.0, -0.1], [-0.1, 0.1, 0.0], [0.1, 0.1, -0.1], [0.1, 0.0, -0.1], [-0.1, 0.0, 0.0], [0.1, -0.1, -0.1], [-0.1, 0.0, 0.1], [0.1, 0.1, 0.1], [0.0, 0.0, 0.0], [0.0, 0.0, 0.0], [0.0, 0.0, 0.0], [0.0, -0.1, 0.0], [0.0, 0.0, 0.0], [0.0, 0.0, 0.0], [0.0, 0.0, 0.0], [0.0, 0.0, -0.1], [0.0, 0.0, 0.0], [0.0, 0.0, 0.0], [0.0, 0.0, 0.0], [0.0, 0.0, 0.0], [0.0, 0.0, 0.0], [0.0, 0.0, 0.0], [0.0, 0.0, 0.0], [0.0, 0.0, 0.0], [0.0, 0.0, 0.0], [0.0, 0.0, 0.0], [0.0, 0.0, 0.0], [0.0, 0.0, 0.0], [0.0, 0.0, 0.0], [0.0, 0.0, 0.0], [0.0, 0.0, 0.1], [0.0, 0.0, -0.1], [0.0, 0.0, 0.0], [0.0, 0.1, 0.1], [0.3, -0.1, -0.1], [0.0, 0.0, 0.0], [0.0, 0.0, 0.0], [0.0, 0.0, 0.0], [0.0, 0.0, 0.0], [0.0, 0.0, 0.0], [0.0, 0.0, 0.0], [-0.1, -0.1, 0.1], [0.3, 0.1, -0.5], [0.0, -0.1, 0.2], [-0.1, 0.1, 0.2], [0.0, 0.0, 0.0], [0.0, 0.0, 0.0], [0.0, 0.0, 0.0], [0.0, 0.0, 0.0], [0.0, 0.0, 0.0], [0.0, 0.0, 0.0], [0.0, 0.0, 0.0], [0.0, 0.0, 0.0], [0.0, 0.0, 0.0]]}

[2]
{"formula": "C21H37N5O6SSr", "method": "wB97M-V/def2-TZVPD", "energy_ev": -53785.602, "charge": 0, "relative_energy_kcal_mol": 0.00, "e_homo_ev": -5.8, "orbital_gap_ev": 5.783, "species": ["Sr", "C", "O", "C", "C", "O", "C", "C", "O", "C", "H", "H", "H", "H", "H", "H", "H", "H", "H", "H", "H", "H", "H", "H", "O", "C", "O", "C", "C", "C", "C", "C", "C", "S", "H", "H", "H", "H", "C", "C", "C", "C", "N", "N", "H", "H", "H", "H", "H", "H", "H", "H", "H", "H", "H", "H", "C", "N", "C", "C", "O", "N", "C", "N", "H", "H", "H", "H", "H", "H", "H"], "xyz": [[0.048, 0.500, 0.311], [-1.420, 4.206, 0.473], [-0.164, 3.606, 0.239], [0.906, 4.513, 0.660], [2.170, 3.951, 0.087], [2.234, 2.510, 0.214], [3.549, 1.955, 0.187], [3.700, 1.184, 1.485], [2.635, 0.239, 1.491], [2.753, -0.519, 2.678], [-1.474, 5.160, -0.053], [-2.171, 3.518, 0.063], [-1.601, 4.446, 1.539], [0.708, 5.517, 0.272], [0.887, 4.526, 1.789], [2.292, 4.246, -0.979], [3.026, 4.397, 0.642], [3.531, 1.272, -0.681], [4.332, 2.719, 0.095], [4.664, 0.684, 1.578], [3.603, 1.854, 2.405], [3.749, -1.030, 2.731], [2.620, 0.117, 3.597], [1.972, -1.291, 2.720], [-3.336, -1.985, -1.285], [-2.932, -0.834, -1.134], [-2.282, -0.389, -0.110], [-3.320, 0.210, -2.140], [-4.667, 0.448, -2.370], [-5.052, 1.583, -3.022], [-4.073, 2.533, -3.451], [-2.751, 2.243, -3.377], [-2.338, 1.077, -2.691], [-0.665, 0.632, -2.749], [-5.420, -0.276, -2.009], [-6.135, 1.812, -3.107], [-4.404, 3.456, -3.931], [-1.980, 2.859, -3.815], [1.597, -3.974, -2.607], [2.431, -2.680, -2.539], [2.608, -2.063, -3.949], [3.723, -3.071, -1.830], [1.734, -1.632, -1.799], [1.123, -1.948, -0.537], [2.037, -4.577, -3.366], [0.540, -3.848, -2.929], [1.605, -4.522, -1.684], [3.165, -2.719, -4.639], [3.152, -1.093, -3.879], [1.635, -1.841, -4.389], [4.172, -3.890, -2.352], [3.537, -3.366, -0.807], [4.414, -2.232, -1.806], [0.947, -1.301, -2.344], [1.854, -2.233, 0.092], [0.449, -2.707, -0.631], [-2.995, -2.606, 4.672], [-2.323, -1.570, 3.914], [-1.546, -0.518, 4.508], [-0.894, 0.050, 3.209], [-0.114, 1.039, 3.109], [-1.325, -0.633, 2.126], [-2.255, -1.521, 2.585], [-3.031, -2.239, 1.772], [-3.266, -2.254, 5.688], [-2.383, -3.504, 4.720], [-3.904, -2.878, 4.143], [-0.868, -0.796, 5.344], [-2.199, 0.262, 4.942], [-3.031, -2.008, 0.775], [-3.785, -2.779, 2.138]], "forces_ev_per_a": [[-0.4, 0.3, -1.1], [-0.4, 0.0, -0.1], [0.9, 0.9, 0.5], [-1.4, -1.7, 0.7], [1.4, -0.1, -0.2], [-0.3, 1.3, 0.1], [-0.5, -0.2, 0.1], [-0.5, 0.9, 0.4], [0.5, -0.3, 0.6], [0.0, -0.5, 1.1], [-0.1, 0.1, -0.2], [0.1, 0.3, 0.3], [0.1, -0.5, -0.3], [0.1, 0.0, 0.0], [0.2, 0.1, -1.0], [-0.2, -0.3, 0.5], [-0.4, -0.2, -0.3], [0.5, 0.1, 0.4], [-0.2, -0.2, -0.1], [0.1, -0.2, -0.2], [0.0, -0.5, -1.2], [-0.7, 0.4, -0.1], [0.2, -0.4, -0.9], [0.1, 0.3, -0.3], [0.0, -0.7, 0.7], [0.2, 1.0, -0.3], [-0.2, -0.4, -1.0], [1.0, 0.9, 0.0], [-0.3, -0.8, 0.4], [-0.5, 1.9, -0.4], [-2.2, -0.4, -0.4], [0.8, -0.9, 0.7], [-0.9, -0.4, -0.3], [1.3, 0.0, 0.6], [0.5, 0.4, -0.1], [0.9, -0.1, -0.1], [0.0, -0.2, 0.1], [0.0, 0.2, 0.0], [-0.9, 0.7, -0.8], [-0.9, -0.6, 0.0], [0.8, 0.2, 0.3], [-0.1, 1.1, -0.3], [-0.2, 0.9, 0.6], [0.0, 0.0, -0.2], [0.4, -0.8, -0.5], [0.5, 0.3, 0.3], [0.0, -0.3, 0.5], [-0.2, 0.1, 0.4], [-0.3, -0.7, 0.0], [0.0, -0.1, 0.0], [0.4, -0.6, -0.2], [-0.1, -0.2, 0.3], [0.2, 0.1, -0.1], [-0.1, 0.3, -0.3], [0.2, -0.2, 0.3], [0.0, -0.1, 0.1], [-0.3, 0.3, 0.0], [-0.5, -0.6, 1.4], [0.4, 1.1, -0.1], [1.2, 1.3, 0.0], [-1.1, -1.7, 0.4], [-0.2, -0.4, 1.9], [0.1, 0.3, -1.7], [0.8, 0.4, 0.7], [0.2, -0.2, -0.7], [0.1, -0.1, 0.3], [-0.3, 0.0, 0.2], [-0.1, -0.2, -0.9], [0.1, -0.2, -0.2], [0.2, 0.1, -0.3], [-0.2, -0.2, 0.1]]}

[3]
{"formula": "C21H38AsN3O5SW", "method": "wB97M-V/def2-TZVPD", "energy_ev": -110585.544, "charge": 2, "relative_energy_kcal_mol": 14.73, "e_homo_ev": [-13.2, -13.1], "orbital_gap_ev": [6.709, 6.607], "species": ["W", "C", "N", "C", "C", "O", "C", "O", "C", "C", "O", "N", "C", "C", "H", "H", "H", "H", "H", "H", "H", "H", "H", "H", "H", "H", "H", "H", "H", "H", "C", "C", "C", "C", "O", "H", "H", "H", "H", "H", "H", "H", "H", "H", "C", "As", "C", "C", "C", "C", "C", "C", "C", "C", "H", "H", "H", "H", "H", "H", "H", "H", "H", "H", "H", "H", "H", "O", "S", "N"], "xyz": [[0.800, 0.533, -0.324], [-3.064, 3.277, -2.631], [-2.710, 2.182, -1.751], [-3.633, 1.884, -0.680], [-1.404, 1.791, -1.633], [-1.023, 1.022, -0.603], [-0.545, 1.706, -2.893], [0.609, 0.895, -2.603], [0.824, -0.272, -3.405], [0.602, -1.477, -2.507], [0.193, -1.205, -1.299], [0.820, -2.731, -2.905], [1.148, -3.097, -4.261], [0.622, -3.845, -2.004], [-4.143, 3.411, -2.604], [-2.778, 3.065, -3.659], [-2.595, 4.214, -2.321], [-4.642, 1.861, -1.087], [-3.594, 2.627, 0.123], [-3.391, 0.900, -0.278], [-0.183, 2.700, -3.196], [-1.120, 1.274, -3.726], [1.864, -0.221, -3.756], [0.154, -0.275, -4.277], [1.570, -2.268, -4.822], [0.261, -3.466, -4.784], [1.879, -3.904, -4.238], [0.391, -3.484, -1.001], [1.532, -4.447, -1.969], [-0.196, -4.472, -2.364], [4.143, 0.761, 0.520], [3.718, 0.318, -0.890], [4.626, -0.809, -1.404], [3.726, 1.502, -1.877], [2.375, -0.160, -0.795], [5.217, 0.928, 0.559], [3.878, -0.029, 1.232], [3.637, 1.689, 0.811], [5.599, -0.413, -1.679], [4.173, -1.274, -2.280], [4.760, -1.567, -0.637], [4.606, 2.116, -1.700], [2.830, 2.123, -1.737], [3.751, 1.149, -2.907], [0.677, -1.460, 3.112], [-0.283, -0.802, 1.489], [-1.693, -2.282, 1.589], [-1.424, 0.628, 2.346], [-2.000, 0.368, 3.711], [-3.295, -0.127, 3.847], [-3.884, -0.210, 5.096], [-3.187, 0.197, 6.222], [-1.891, 0.674, 6.097], [-1.296, 0.751, 4.850], [0.009, -1.456, 3.983], [1.527, -0.801, 3.304], [1.041, -2.482, 2.956], [-2.121, -2.281, 2.600], [-1.246, -3.260, 1.391], [-2.488, -2.103, 0.861], [-2.245, 0.817, 1.646], [-0.787, 1.519, 2.400], [-3.854, -0.402, 2.962], [-4.896, -0.572, 5.185], [-3.659, 0.158, 7.190], [-1.351, 1.007, 6.969], [-0.295, 1.150, 4.745], [1.036, 2.436, -0.673], [0.990, 2.726, 0.934], [1.328, 1.290, 1.428]], "forces_ev_per_a": [[1.9, -0.8, 1.9], [-0.1, 0.5, -0.8], [3.4, -0.3, 1.0], [-0.3, -0.3, 0.7], [-2.6, -2.5, 1.0], [-4.3, 3.4, -3.4], [0.6, 0.8, 0.0], [-0.5, 0.0, -0.6], [0.2, 0.0, -0.3], [-0.2, -1.0, 1.4], [0.4, -1.5, -2.4], [-0.5, 2.1, 0.7], [0.1, -0.2, -0.8], [-0.2, -0.4, 0.7], [0.1, -0.1, 0.0], [0.0, 0.0, -0.1], [0.0, -0.1, 0.1], [0.1, 0.0, 0.0], [0.1, 0.0, -0.1], [-0.1, 0.1, 0.0], [-0.1, -0.3, 0.1], [0.0, 0.1, 0.4], [-0.3, -0.1, 0.1], [0.2, -0.1, 0.2], [0.0, 0.1, 0.0], [0.0, 0.1, 0.1], [0.0, 0.1, 0.0], [0.0, -0.1, -0.2], [0.0, 0.1, 0.0], [0.0, 0.1, 0.0], [-0.2, -0.1, -0.3], [1.6, 0.9, 0.1], [-0.7, 0.1, 0.3], [-0.3, -0.2, 0.3], [2.1, -1.8, -1.1], [0.0, 0.0, 0.0], [0.1, 0.2, 0.0], [0.2, -0.2, 0.0], [0.0, 0.1, 0.0], [0.0, 0.0, -0.1], [0.0, -0.1, 0.0], [0.1, 0.0, -0.1], [0.6, -0.1, -0.1], [0.0, 0.0, -0.1], [0.5, 0.3, -0.6], [-2.5, -1.8, 4.2], [0.6, 0.4, -0.9], [0.0, 0.1, -0.1], [0.1, -0.1, -0.2], [0.2, 0.1, 0.0], [0.0, -0.1, 0.0], [0.0, 0.0, 0.0], [0.0, 0.0, 0.0], [0.0, 0.0, -0.2], [-0.1, 0.2, -0.5], [-0.1, -0.1, 0.0], [-0.1, 0.3, -0.1], [0.4, 0.3, -0.2], [0.0, 0.2, 0.0], [0.1, 0.0, 0.1], [0.3, -0.1, 0.0], [-0.3, -0.3, -0.1], [-0.1, 0.0, 0.0], [-0.1, -0.1, 0.0], [0.0, 0.0, 0.1], [0.1, 0.0, 0.1], [0.1, 0.0, 0.0], [-0.6, 0.9, 0.3], [0.5, 2.7, 0.4], [-0.2, -1.2, -0.8]]}